Record 1
Entry from OMol25: a cluster of 7 separate species, C14H21N7 in total (wB97M-V/def2-TZVPD).

```
42
Properties=species:S:1:pos:R:3:mulliken_charge:R:1
N -1.961 -3.136 -3.030 -0.547
N 0.874 1.839 -0.521 -1.076
N -0.228 2.212 2.277 -0.489
N 2.241 -1.914 0.952 -0.537
N 2.937 0.999 -2.500 -0.460
N -2.179 -1.101 0.656 -0.548
N -3.159 1.892 3.396 -0.527
C 3.095 -0.323 -0.912 0.127
C 0.444 0.860 0.028 1.276
C 2.616 -1.207 0.137 0.244
C 0.926 2.236 2.031 0.532
C -2.372 1.069 3.315 0.643
C -1.312 0.110 3.190 -0.722
C -0.315 -1.550 -1.826 0.083
C 0.634 2.224 -2.734 -0.976
C 1.951 1.545 -2.558 0.506
C -4.111 -2.527 -0.496 -0.964
C -0.138 -0.254 0.790 -2.548
C 2.416 2.265 1.709 -1.018
C -3.043 -1.773 0.193 0.528
C -1.245 -2.387 -2.491 -0.157
H 0.444 -0.495 1.680 0.976
H -1.486 -0.629 2.407 0.235
H 2.682 -0.653 -1.866 0.358
H 2.939 2.967 2.359 0.394
H 2.560 0.619 -0.797 -0.437
H 0.164 -0.940 -2.593 0.226
H -5.074 -2.018 -0.460 0.294
H -0.670 -0.804 -1.114 0.013
H -1.170 -0.073 1.090 0.990
H 0.390 2.811 -1.848 0.279
H -3.737 -2.651 -1.512 0.227
H -1.163 -0.465 4.103 0.447
H 0.664 2.920 -3.573 0.398
H 2.502 2.360 0.627 0.227
H -0.054 -1.232 0.317 0.383
H 4.184 -0.272 -0.933 0.393
H -0.059 1.510 -3.178 0.244
H 0.432 -2.253 -1.459 0.256
H -0.266 0.415 3.148 0.185
H 2.833 1.300 1.995 0.266
H -4.189 -3.494 0.001 0.276
```

Properties
* multiplicity: 1
* energy above the lowest of the compared OMol25 structures with the same formula, charge and spin: 8.211 eV
* SMILES: CC#N.CC#N.CC#N.CC#N.CC#N.CC#N.CC#N
* charge: 0
* Kohn-Sham gap: 10.941 eV

=====

Record 2
Entry from OMol25: a structure of composition C14H21N9SSn (wB97M-V/def2-TZVPD).

```
46
Properties=species:S:1:pos:R:3:mulliken_charge:R:1
Sn -0.275 0.241 0.109 1.030
S 0.183 1.572 -1.838 -0.577
N 2.048 0.038 0.833 -0.178
N 0.986 0.218 3.642 -0.281
N -3.642 -0.420 0.212 -0.211
N 4.056 -0.157 1.805 -0.421
N -4.427 -1.490 -0.266 0.021
N 2.692 0.198 5.604 0.067
N 1.459 3.110 -3.572 -0.190
N 4.170 -0.229 0.477 0.150
N -0.720 2.454 -4.176 -0.191
C 2.275 0.120 3.383 0.492
C 0.561 0.301 4.890 -0.072
C -1.022 3.298 -5.353 -0.957
C 1.455 0.294 5.984 -0.277
C 2.986 -0.111 -0.104 -0.176
C 0.321 2.488 -3.382 1.003
C -4.483 0.407 0.773 0.665
C 2.775 0.004 2.001 -0.068
C -5.827 -0.104 0.676 -0.579
C 1.968 3.769 -4.795 -1.026
C -4.079 1.690 1.408 -1.027
C -5.706 -1.374 -0.025 0.622
C -6.755 -2.346 -0.357 -1.043
C 3.232 0.108 4.437 -0.211
H -4.136 2.507 0.687 0.293
H -1.438 1.793 -3.921 0.210
H 4.307 0.023 4.289 0.542
H 1.581 3.270 -5.678 0.425
H -3.975 -2.259 -0.743 0.218
H -3.065 1.630 1.800 0.208
H -0.475 4.232 -5.298 0.395
H 1.709 4.825 -4.797 0.378
H 1.166 0.369 7.029 0.443
H -0.500 0.377 5.098 0.446
H -6.747 0.347 1.020 0.428
H -0.787 2.765 -6.272 0.369
H 2.835 -0.145 -1.172 0.496
H -4.747 1.939 2.232 0.384
H 2.083 3.124 -2.779 0.232
H -7.261 -2.645 0.567 0.350
H -6.373 -3.224 -0.870 0.343
H -2.086 3.518 -5.322 0.329
H 5.081 -0.369 0.050 0.248
H 3.049 3.664 -4.782 0.341
H -7.523 -1.858 -0.967 0.358
```

Properties
* multiplicity: 1
* energy above the lowest of the compared OMol25 structures with the same formula, charge and spin: 0.378 eV
* charge: +4
* Kohn-Sham gap (alpha / beta): 5.844 / 6.592 eV

=====

Record 3
Entry from OMol25: an isolated molecule of C14H21NO3 (wB97M-V/def2-TZVPD).

```
39
Properties=species:S:1:pos:R:3:mulliken_charge:R:1
O 0.851 1.183 0.403 -0.464
O 0.623 -0.782 0.505 -0.379
O -5.232 0.887 -0.585 -0.391
N 4.867 0.354 -0.440 -0.235
C 1.991 -1.021 0.574 -0.057
C -4.018 0.559 -0.353 0.881
C -6.126 -0.311 -0.657 -0.531
C -1.976 1.693 -0.062 -0.545
C 0.026 0.482 0.282 0.811
C -2.136 -0.812 0.017 -0.414
C -6.577 -0.893 0.794 -0.885
C 4.348 -1.072 -0.311 -0.789
C -3.416 -0.827 -0.413 -0.746
C 6.453 0.432 -0.627 -0.777
C 2.727 -0.930 -0.473 -0.775
C -1.412 0.302 0.299 -0.329
C -3.361 1.778 -0.260 -0.548
C 4.464 1.462 0.549 -0.865
H 4.812 1.038 1.502 0.421
H 3.393 1.669 0.188 0.054
H -7.136 0.322 -1.077 0.271
H 2.092 -2.019 1.026 0.220
H 4.820 -1.395 -1.139 0.604
H 4.891 2.356 0.485 0.451
H -5.715 -1.283 1.028 0.388
H -1.567 -1.648 0.035 0.637
H -7.058 -0.104 1.612 0.231
H -3.772 2.659 -0.233 0.608
H 6.604 -0.330 -1.474 0.255
H -5.909 -1.136 -1.320 0.388
H -1.418 2.762 0.207 0.166
H -4.019 -1.693 -0.410 0.349
H 2.328 -0.124 1.361 0.147
H 6.727 1.366 -0.625 0.327
H 6.664 0.029 0.528 0.222
H 4.542 -1.522 0.632 0.357
H -7.370 -1.650 0.602 0.332
H 2.544 -1.769 -1.173 0.251
H 2.451 -0.008 -0.998 0.359
```

Properties
* multiplicity: 1
* energy above the lowest of the compared OMol25 structures with the same formula, charge and spin: 12.513 eV
* SMILES: CCOc1ccc(C(=O)OCCCN(C)C)cc1
* charge: 0
* Kohn-Sham gap: 8.171 eV

=====

Record 4
Entry from OMol25: an isolated molecule of C14H21NO3 (wB97M-V/def2-TZVPD).

```
39
Properties=species:S:1:pos:R:3:mulliken_charge:R:1
O 4.843 -1.509 0.465 -0.385
O -2.656 1.327 -0.634 -0.467
O 0.265 1.797 0.416 -0.394
N 2.703 0.186 -0.313 0.204
C 4.071 0.670 -0.279 -0.605
C -3.790 -0.034 1.060 -0.343
C -4.500 -1.756 -0.996 -0.389
C -4.548 -1.165 1.319 -0.675
C 1.836 0.968 -1.173 -1.078
C 2.706 -1.227 -0.648 -0.555
C -2.157 2.226 0.332 -0.750
C 0.385 0.933 -0.696 -0.177
C -4.905 -2.029 0.301 -0.524
C 4.854 -0.132 0.760 -0.658
C -3.384 0.242 -0.241 0.848
C -0.946 1.681 1.112 -0.453
C -3.746 -0.633 -1.267 -0.517
C 3.520 -1.985 0.400 -0.757
H 1.883 0.627 -2.221 0.376
H -1.841 3.104 -0.237 0.389
H -4.858 -1.367 2.334 0.357
H 5.903 0.170 0.774 0.357
H 3.587 -3.045 0.147 0.365
H 1.682 -1.603 -0.653 0.366
H -3.425 -0.403 -2.271 0.404
H 4.067 1.724 0.007 0.443
H -2.948 2.527 1.029 0.423
H 4.408 0.039 1.751 0.337
H -1.129 0.631 1.386 0.456
H -4.773 -2.422 -1.801 0.368
H 0.095 -0.088 -0.407 0.150
H 3.149 -1.401 -1.647 0.349
H 4.566 0.567 -1.263 0.317
H 3.034 -1.870 1.381 0.338
H -0.278 1.259 -1.509 0.373
H -0.813 2.273 2.021 0.353
H -5.494 -2.908 0.515 0.381
H 2.160 2.009 -1.134 0.452
H -3.527 0.618 1.878 0.319
```

Properties
* multiplicity: 1
* energy above the lowest of the compared OMol25 structures with the same formula, charge and spin: 2.906 eV
* SMILES: c1ccc(OCCOCCN2CCOCC2)cc1
* charge: 0
* Kohn-Sham gap: 9.399 eV

=====

Record 5
Entry from OMol25: an isolated molecule of C14H21NO4 (wB97M-V/def2-TZVPD).

```
40
Properties=species:S:1:pos:R:3:mulliken_charge:R:1
O -2.844 1.335 2.626 -0.673
O 2.532 0.530 0.232 -0.468
O 1.321 -1.756 -1.029 -0.546
O -1.238 -2.244 -0.661 -0.451
N -1.421 3.036 2.215 -0.204
C -2.166 4.019 2.958 -0.924
C -2.615 -2.556 -0.588 -0.503
C -1.821 1.747 2.112 0.396
C 0.604 -0.878 -0.245 0.643
C 3.465 -0.472 0.631 -0.090
C 1.201 0.222 0.377 0.021
C -3.460 -1.704 -1.532 -1.045
C 0.609 -0.968 -3.231 -1.236
C -0.927 0.865 1.303 0.205
C 1.764 -1.223 -2.270 -0.135
C -0.767 -1.133 -0.044 0.600
C -1.512 -0.263 0.735 -0.690
C 4.853 -0.004 0.227 -1.289
C 0.429 1.097 1.134 -0.804
H 5.594 -0.727 0.556 0.397
H -4.495 -2.030 -1.489 0.387
H -2.668 -3.606 -0.890 0.388
H 0.937 1.926 1.602 0.449
H 5.068 0.960 0.681 0.313
H 2.433 -1.989 -2.672 0.413
H -3.026 3.512 3.393 0.337
H -2.562 -0.417 0.924 0.645
H 0.996 -0.666 -4.201 0.473
H 4.914 0.101 -0.853 0.303
H -1.555 4.445 3.757 0.288
H -2.512 4.823 2.305 0.299
H -0.035 -0.180 -2.847 0.283
H -2.978 -2.473 0.443 0.371
H 3.230 -1.433 0.162 0.255
H -0.598 3.341 1.722 0.198
H 0.020 -1.874 -3.345 0.232
H 2.332 -0.298 -2.110 0.200
H 3.405 -0.596 1.722 0.342
H -3.410 -0.654 -1.258 0.326
H -3.097 -1.813 -2.552 0.293
```

Properties
* multiplicity: 1
* energy above the lowest of the compared OMol25 structures with the same formula, charge and spin: 2.963 eV
* SMILES: CCOc1cc(C(=O)NC)cc(OCC)c1OCC
* charge: 0
* Kohn-Sham gap: 9.331 eV

=====

Record 6
Entry from OMol25: a cluster of 2 separate species, C14H22BF9N3O4S in total (wB97M-V/def2-TZVPD).

```
54
Properties=species:S:1:pos:R:3:mulliken_charge:R:1
S 2.028 0.094 -3.228 1.133
F 4.316 0.565 -6.121 -0.184
F 2.553 3.956 -4.700 -0.244
F 1.418 0.855 -6.484 -0.219
F 4.081 1.831 -3.521 -0.187
F 0.565 2.838 -4.573 -0.231
F 1.732 3.022 -7.124 -0.269
F 3.758 1.638 -8.055 -0.235
F 4.641 2.825 -6.319 -0.207
F 2.294 2.572 -2.318 -0.260
O 2.437 -0.888 -4.315 -0.559
O 1.597 -2.820 0.405 -0.605
O -0.278 -3.276 -1.174 -0.568
O 2.741 -0.399 -1.972 -0.609
N 0.319 -0.052 -3.045 0.204
N -1.879 -0.468 -2.035 -0.008
N -1.290 -0.196 4.213 0.197
C -2.640 -2.367 4.147 -1.200
C -0.783 0.064 -4.033 -0.099
C 0.106 -0.704 -0.359 -0.477
C -0.441 -0.387 -1.823 0.310
C 3.754 1.765 -6.618 0.591
C -2.184 -0.181 -3.444 -0.616
C 2.224 2.022 -6.201 0.594
C -0.851 -1.081 6.572 -0.979
C -2.395 0.697 4.553 -0.342
C -1.715 -1.370 3.453 -0.397
C 2.644 1.829 -3.513 0.493
C -0.325 -0.462 5.278 -0.679
C 1.986 2.628 -4.736 0.457
C -1.955 2.048 5.106 -1.405
B 0.483 -2.324 -0.362 0.563
H 1.030 -0.069 -0.068 0.298
H -0.676 0.315 -5.139 0.409
H -2.973 0.901 3.644 0.409
H -3.069 -3.048 3.405 0.444
H -3.088 0.236 5.266 0.262
H -1.289 2.564 4.408 0.319
H -2.829 2.684 5.268 0.430
H -0.746 -0.594 0.409 0.225
H -1.445 1.951 6.067 0.298
H -1.000 -2.157 6.473 0.279
H -2.624 -0.706 -1.365 0.259
H 0.378 -3.692 -1.781 0.326
H -2.219 -1.020 2.542 0.174
H -2.104 -2.988 4.865 0.259
H 2.420 -2.521 -0.060 0.342
H -0.118 -0.936 7.372 0.373
H 0.480 -1.094 4.888 0.324
H -3.160 -0.163 -4.031 0.368
H 0.175 0.479 5.530 0.395
H -3.472 -1.881 4.659 0.268
H -1.788 -0.629 6.905 0.250
H -0.828 -1.906 3.090 0.325
```

Properties
* multiplicity: 1
* charge: +1
* Kohn-Sham gap: 4.965 eV